Record 1
# C49H52CaCl2N4O2P2Te

A molecular structure, C49H52CaCl2N4O2P2Te (ωB97M-V/def2-TZVPD, the OMol25 dataset).

```
113
Properties=species:S:1:pos:R:3
Ca 6.91122 -1.01374 -2.47301
C -2.95357 1.44471 3.23423
N -4.30365 0.98173 3.01579
C -4.55212 -0.12929 1.99626
P -3.14302 -1.39022 1.68557
C -4.05221 -2.38554 0.47743
C -3.80961 -1.93538 -0.82631
C -4.36602 -2.58766 -1.99540
C -5.19435 -3.66554 -1.81712
C -5.27339 -4.24140 -0.55385
C -4.67393 -3.66930 0.56890
C -2.99754 -2.48976 3.08506
C -1.77486 -3.22809 3.17471
C -1.57990 -4.05626 4.23569
C -2.59046 -4.32002 5.10800
C -3.81528 -3.71823 4.93725
C -3.99256 -2.68520 4.02202
C -5.35766 1.48643 3.71126
C -6.67066 1.61996 3.09402
C -7.66401 2.16829 3.84008
C -7.48783 2.57038 5.20256
C -6.25872 2.35233 5.83068
C -5.17194 1.87892 5.07578
P -2.36075 2.44008 1.72233
C -0.67577 3.02052 1.91122
C -0.22631 3.97654 0.96536
C 0.97290 4.68082 1.14827
C 1.73307 4.38033 2.20146
C 1.40766 3.35474 3.12387
C 0.25242 2.64711 2.98351
C -3.65307 3.67502 1.42264
C -4.09714 3.78684 0.11255
C -5.12432 4.69177 -0.13958
C -5.67468 5.48878 0.80260
C -5.34558 5.31948 2.14754
C -4.38361 4.38580 2.47312
H -2.25794 0.60951 3.19975
H -2.68585 1.93272 4.19214
H -4.81607 0.33143 1.04947
H -5.48499 -0.56457 2.33788
H -3.27537 -1.04976 -1.01145
H -4.22769 -2.15354 -2.99378
H -5.78433 -4.03527 -2.65014
H -5.82988 -5.17898 -0.33532
H -4.67548 -4.18428 1.49885
H -1.07866 -3.29501 2.34473
H -0.61802 -4.58356 4.43938
H -2.40106 -4.92919 5.98744
H -4.69434 -4.08255 5.51258
H -4.96070 -2.24970 3.82122
H -6.84206 1.33448 2.02793
H -8.56431 2.42225 3.34284
H -8.36334 2.93965 5.71991
H -6.22480 2.72463 6.91652
H -4.23972 1.75529 5.62334
H -0.88303 4.38089 0.18272
H 1.22901 5.43052 0.36378
H 2.69384 4.91469 2.15987
H 2.16546 3.00100 3.82426
H 0.16932 1.77193 3.68533
H -3.82203 3.21825 -0.77828
H -5.55625 4.52658 -1.13712
H -6.49751 6.19543 0.58941
H -5.85199 5.89419 2.90551
H -4.07263 4.24591 3.49171
Cl 4.49074 3.01686 -3.53003
C 6.00850 2.96348 -2.94779
C 6.39072 3.95787 -1.99647
C 7.66554 3.87446 -1.46280
Cl 8.30902 5.15941 -0.61764
C 8.45472 2.66915 -1.60460
C 9.67350 2.54913 -0.86911
C 10.16226 1.30146 -0.74219
C 9.72128 0.23109 -1.57189
N 8.63261 0.35097 -2.31088
C 8.02172 1.64035 -2.39015
C 6.79707 1.73748 -3.17159
O 6.39292 0.59569 -3.81371
H 5.67856 4.73887 -1.74353
H 10.18323 3.35215 -0.24961
H 10.90885 1.00375 -0.05958
H 10.25023 -0.75889 -1.46995
C 3.13742 -3.78818 -1.89431
N 4.24223 -4.80717 -1.74371
C 4.09601 -6.26661 -1.76270
C 5.20379 -6.99775 -0.98120
C 6.60776 -6.54215 -1.59196
N 6.56925 -5.12964 -2.00995
C 7.79500 -4.67498 -2.69410
C 5.48826 -4.27438 -1.94808
O 5.69635 -2.95399 -2.08295
H 2.79670 -3.62714 -2.94681
H 3.54894 -2.91433 -1.36445
H 2.25347 -4.07955 -1.37413
H 4.29541 -6.47505 -2.82536
H 3.05317 -6.51876 -1.55944
H 5.08104 -8.09951 -0.98593
H 5.24410 -6.77161 0.14410
H 6.99423 -7.21016 -2.36238
H 7.37882 -6.64886 -0.75474
H 7.80810 -4.83796 -3.76601
H 8.76152 -5.07380 -2.20516
H 7.76764 -3.56036 -2.81337
H -2.73927 1.54735 0.68516
C -1.01715 2.73027 -7.65070
Te -2.42821 4.20312 -8.44486
C -4.16761 2.89710 -8.40413
H -0.53826 3.07582 -6.72417
H -0.31400 2.53544 -8.46689
H -1.62112 1.82780 -7.51622
H -4.95356 3.26739 -9.03195
H -4.43019 2.75188 -7.37323
H -3.95366 1.87457 -8.81391
```

## Properties
Multiplicity = 1
F_max = 0.0874 hartree/bohr
Orbital gap (spin up / spin down) = 3.500 / 3.427 eV
ΔE to the lowest compared entry with this formula, charge and spin = 73.84 kcal/mol



Record 2
# C49H52MnN2OP2Se2

A molecular structure, C49H52MnN2OP2Se2 (ωB97M-V/def2-TZVPD, the OMol25 dataset).

```
109
Properties=species:S:1:pos:R:3
Mn 0.73957 0.20720 -0.37412
C -3.01084 -2.76692 4.04580
C -1.68868 -3.42879 3.59963
C -1.50761 -4.76048 4.33900
C -0.54936 -2.47201 3.92316
C -0.04382 -2.32427 5.21102
C 0.93177 -1.38789 5.51510
C 1.42235 -0.54825 4.53143
C 0.94155 -0.67578 3.23544
P 1.35026 0.53543 1.93749
C 3.07870 0.96463 2.25351
C 3.55965 2.25191 2.02205
C 4.91924 2.51057 2.11272
C 5.80255 1.48572 2.41903
C 5.32843 0.19919 2.64002
C 3.97194 -0.06548 2.55006
C 0.28678 1.90480 2.52581
C 0.69274 2.96865 3.32274
C -0.24530 3.88859 3.77400
C -1.58758 3.73287 3.46506
C -2.00483 2.65380 2.69548
C -1.06910 1.75423 2.21587
C -0.02939 -1.63278 2.94650
O -0.45639 -1.65878 1.63799
C -1.18615 -2.74431 1.21037
C -1.31361 -2.87485 -0.17181
C -2.05583 -3.92782 -0.69041
C -2.63831 -4.83899 0.17077
C -2.48854 -4.69695 1.54124
C -1.76557 -3.64575 2.09479
P -0.40306 -1.72445 -1.26345
C -1.60047 -1.41669 -2.59418
C -2.92279 -1.13532 -2.24536
C -3.84278 -0.80187 -3.22579
C -3.44992 -0.73210 -4.55540
C -2.13432 -0.99941 -4.90623
C -1.20920 -1.33094 -3.92829
C 0.87948 -2.85250 -1.90805
C 0.69449 -3.75223 -2.95339
C 1.71692 -4.62345 -3.29975
C 2.91607 -4.61829 -2.60027
C 3.10259 -3.73480 -1.54647
C 2.08942 -2.85268 -1.20867
H -2.99543 -2.57570 5.11969
H -3.85198 -3.42346 3.81910
H -3.16312 -1.81813 3.52763
H -1.47688 -4.60202 5.41464
H -0.58600 -5.25535 4.03121
H -2.34381 -5.43042 4.14855
H -0.42865 -2.94049 6.01135
H 1.30298 -1.30372 6.52755
H 2.17044 0.19935 4.76172
H 2.86774 3.05411 1.79005
H 5.28905 3.51372 1.94378
H 6.86330 1.68725 2.48671
H 6.01562 -0.59953 2.88525
H 3.60398 -1.07089 2.71576
H 1.73317 3.07697 3.60238
H 0.06985 4.72631 4.38211
H -2.31729 4.44402 3.83054
H -3.05405 2.50553 2.47288
H -1.38781 0.91045 1.61163
H -2.18002 -4.03424 -1.76056
H -3.21348 -5.66572 -0.22343
H -2.96102 -5.41727 2.19425
H -3.23216 -1.19925 -1.20856
H -4.87253 -0.60920 -2.95435
H -4.17253 -0.48408 -5.32171
H -1.82928 -0.95020 -5.94346
H -0.18722 -1.55257 -4.20489
H -0.23805 -3.77123 -3.50299
H 1.57056 -5.31654 -4.11774
H 3.70129 -5.31091 -2.87247
H 4.03026 -3.73774 -0.98822
H 2.22677 -2.16597 -0.37556
C 0.90927 0.94027 -5.71970
Se 1.40550 1.05642 -3.83970
C 2.70468 -0.42784 -3.83067
C 3.83794 -0.20593 -2.85226
Se 3.33308 0.58210 -1.11892
C 3.82956 2.41031 -1.57062
H 0.51212 -0.04698 -5.94383
H 1.78035 1.14828 -6.33427
H 0.14655 1.69312 -5.89958
H 3.09557 -0.50479 -4.84483
H 2.16131 -1.33987 -3.59265
H 4.59046 0.47365 -3.24677
H 4.31644 -1.15409 -2.61319
H 4.90604 2.41963 -1.72000
H 3.57116 3.05804 -0.73860
H 3.30530 2.71350 -2.47184
N -0.25517 1.87290 -0.94112
C -0.84039 2.85092 -1.16506
N -1.47125 3.94341 -1.41826
C -2.26262 4.11669 -2.64778
C -3.73127 4.31548 -2.28976
C -3.88472 5.48454 -1.31380
C -3.03068 5.26704 -0.06302
C -1.56842 5.02932 -0.42647
H -2.12009 3.24721 -3.28776
H -1.88727 5.00586 -3.16007
H -4.12450 3.39792 -1.84337
H -4.29206 4.50650 -3.20518
H -4.93058 5.59398 -1.02816
H -3.58703 6.41306 -1.80903
H -3.39441 4.40057 0.49462
H -3.08545 6.13588 0.59409
H -0.98421 4.76226 0.45445
H -1.12997 5.92483 -0.87416
```

## Properties
Multiplicity = 6
F_max = 0.0326 hartree/bohr
Total charge = +2
Orbital gap (spin up / spin down) = 8.716 / 7.932 eV
ΔE to the lowest compared entry with this formula, charge and spin = 11.43 kcal/mol



Record 3
# C49H53IIrN4O4Se

A molecular structure, C49H53IIrN4O4Se (ωB97M-V/def2-TZVPD, the OMol25 dataset).

```
113
Properties=species:S:1:pos:R:3
Ir -0.52493 0.04591 0.22157
C 1.70090 -2.20299 -5.11737
C 0.33514 -2.43305 -4.49970
C -0.56439 -3.28177 -5.36474
O 0.45019 -3.04297 -3.23313
C 0.60057 -2.00981 -2.27278
C -0.29197 -0.87867 -2.85036
O -0.30365 -1.17296 -4.24172
C 0.17772 0.59906 -2.68467
O 0.31236 0.91673 -1.30408
C 1.54444 0.80214 -3.34230
C 2.70644 0.61836 -2.59852
C 3.95385 0.75087 -3.19345
C 4.05525 1.08125 -4.53753
C 2.90088 1.27981 -5.28105
C 1.65497 1.13990 -4.68741
C -0.84045 1.59342 -3.26585
C -0.79045 2.90978 -2.80350
C -1.58754 3.89639 -3.36435
C -2.46491 3.58707 -4.39588
C -2.54574 2.27741 -4.84100
C -1.74074 1.28764 -4.28471
C 0.29857 -2.60603 -0.87762
O 0.60618 -1.57028 0.05055
C 1.29277 -3.74431 -0.63834
C 0.98638 -5.05220 -0.99929
C 1.91494 -6.06646 -0.82177
C 3.16206 -5.78584 -0.28076
C 3.47481 -4.48315 0.07712
C 2.54622 -3.46653 -0.10399
C -1.13107 -3.09785 -0.65287
C -2.04851 -3.33882 -1.66870
C -3.33298 -3.78677 -1.37452
C -3.71752 -4.00929 -0.06287
C -2.80037 -3.79333 0.95972
C -1.52248 -3.34887 0.66309
H 2.18386 -3.16271 -5.30439
H 2.32873 -1.61163 -4.44959
H 1.60360 -1.66444 -6.06044
H -0.15117 -4.28647 -5.45356
H -0.64353 -2.84802 -6.36158
H -1.56094 -3.34098 -4.92736
H 1.64214 -1.67888 -2.23854
H -1.31044 -0.95699 -2.44233
H 2.63216 0.36858 -1.54735
H 4.84899 0.60080 -2.60259
H 5.02814 1.18932 -5.00022
H 2.96833 1.54448 -6.32908
H 0.76342 1.29403 -5.28127
H -0.08610 3.16717 -2.02255
H -1.50663 4.91711 -3.00828
H -3.07742 4.35870 -4.84574
H -3.22510 2.01854 -5.64571
H -1.79371 0.28044 -4.67618
H 0.01699 -5.28216 -1.42375
H 1.66245 -7.07992 -1.10684
H 3.88597 -6.57829 -0.14135
H 4.44759 -4.25425 0.49413
H 2.79852 -2.44822 0.16439
H -1.75876 -3.19582 -2.69928
H -4.02870 -3.97572 -2.18513
H -4.71423 -4.36653 0.16390
H -3.07789 -3.98580 1.98861
H -0.80537 -3.20802 1.46287
I 1.85725 2.89984 5.32936
C 1.31382 1.52402 3.90766
C 1.63274 0.18008 3.87093
N 1.06514 -0.32863 2.77049
N 0.39811 0.61281 2.08361
C 0.54543 1.74677 2.76279
H 2.22041 -0.42884 4.53810
H 1.13911 -1.25800 2.37756
H 0.10577 2.66340 2.40268
C -6.74804 -0.42544 -0.35429
C -6.49679 -1.25993 -1.60539
C -5.91923 -0.48017 -2.78578
C -4.46032 -0.05051 -2.64712
N -4.24787 1.16056 -1.84401
C -3.54710 1.25434 -0.70666
Se -2.93336 -0.26691 0.24666
N -3.48874 2.53936 -0.32933
C -2.77070 3.07290 0.83022
C -3.46480 2.86746 2.16882
C -4.84417 3.51546 2.30167
C -5.98464 2.71937 1.67025
C -4.19239 3.30800 -1.25077
C -4.45023 4.67304 -1.30957
C -5.19974 5.11566 -2.38024
C -5.66747 4.23256 -3.36561
C -5.41087 2.87865 -3.30422
C -4.67436 2.43138 -2.21211
H -7.22921 -1.02207 0.42199
H -7.40275 0.42240 -0.57463
H -5.82700 -0.03135 0.07553
H -7.44573 -1.69324 -1.92900
H -5.83877 -2.10405 -1.37215
H -6.55381 0.38696 -2.99022
H -5.96358 -1.10329 -3.68229
H -4.01229 0.15373 -3.62110
H -3.87629 -0.84270 -2.17760
H -2.63207 4.13514 0.62931
H -1.77924 2.61710 0.82493
H -2.78832 3.28547 2.92058
H -3.53603 1.79823 2.38160
H -4.81679 4.53181 1.89344
H -5.05587 3.63317 3.36585
H -5.94827 2.71349 0.57948
H -6.95012 3.13875 1.95541
H -5.96449 1.68047 2.00991
H -4.08797 5.35975 -0.55624
H -5.43207 6.16932 -2.46393
H -6.24144 4.62536 -4.19473
H -5.76070 2.20385 -4.07332
```

## Properties
Multiplicity = 5
F_max = 0.0154 hartree/bohr
Total charge = +1
Orbital gap (spin up / spin down) = 8.429 / 6.622 eV
ΔE to the lowest compared entry with this formula, charge and spin = 0.00 kcal/mol



Record 4
# C49H53N4O5PS2V

A molecular structure, C49H53N4O5PS2V (ωB97M-V/def2-TZVPD, the OMol25 dataset).

```
115
Properties=species:S:1:pos:R:3
V -0.71213 -0.98419 -0.07464
C -4.54048 -2.46480 -1.48522
C -3.36971 -1.67124 -1.04001
N -2.18284 -2.14803 -0.85739
N -1.90906 -3.46713 -1.12482
C -0.67405 -3.67618 -0.77381
O 0.00586 -2.68746 -0.21142
C 0.01704 -4.94776 -0.95911
C 1.41483 -4.97119 -0.97407
C 2.07601 -6.17030 -1.17495
C 1.34709 -7.34023 -1.34627
C -0.04202 -7.31594 -1.33268
C -0.71242 -6.12163 -1.14801
C -3.44132 -0.21886 -0.80722
C -4.57613 0.53897 -0.98867
C -4.47783 1.92466 -0.85172
C -3.24679 2.49047 -0.60290
C -2.13920 1.66521 -0.42178
N -2.25161 0.33793 -0.45610
H -4.25055 -3.48880 -1.69604
H -4.97898 -2.01189 -2.37613
H -5.30666 -2.45563 -0.70612
H 1.98280 -4.05728 -0.85814
H 3.15643 -6.19062 -1.20209
H 1.86468 -8.27776 -1.49593
H -0.59981 -8.23150 -1.46810
H -1.79298 -6.09117 -1.13862
H -5.51213 0.06973 -1.25290
H -5.35430 2.54451 -0.98093
H -3.10858 3.55940 -0.56446
H -1.14645 2.07874 -0.28838
C -2.98979 -0.49140 2.93976
C -1.93991 -1.56938 3.22015
C -1.90422 -1.84008 4.72955
C -2.32881 -2.88810 2.53790
P -0.29587 -1.07495 2.47901
C 0.92280 -2.29992 3.04863
C 1.69023 -3.08871 2.19740
C 2.63269 -3.96987 2.70749
C 2.83249 -4.06995 4.07316
C 2.09111 -3.27048 4.93288
C 1.15008 -2.39212 4.42814
C 0.35182 0.58335 3.05793
C 0.06284 0.89010 4.53119
C -0.28886 1.68299 2.21123
C 1.86574 0.59089 2.80471
H -3.95586 -0.84461 3.30462
H -3.10216 -0.27268 1.87590
H -2.76860 0.44131 3.45771
H -2.92844 -2.05285 5.04192
H -1.55529 -0.99132 5.31569
H -1.30409 -2.71456 4.97203
H -3.28419 -3.22332 2.94582
H -1.59158 -3.67057 2.72608
H -2.45444 -2.79429 1.45905
H 1.58366 -3.00851 1.13061
H 3.21533 -4.57102 2.02316
H 3.56779 -4.75609 4.46905
H 2.24617 -3.32649 6.00124
H 0.59445 -1.78648 5.12763
H -1.00451 0.95639 4.74290
H 0.49355 1.87062 4.74341
H 0.52318 0.18855 5.22306
H -1.37843 1.61398 2.19260
H 0.11536 1.69633 1.19987
H -0.04349 2.65123 2.64933
H 2.40093 -0.06078 3.49285
H 2.22571 1.61056 2.95553
H 2.12405 0.29845 1.78277
O 0.83220 2.52390 -0.94107
S 1.95407 2.79328 -1.90484
C 3.24322 3.67063 -0.96157
C 2.74145 4.87928 -0.24223
C 2.93485 6.15778 -0.75794
C 2.42079 7.26651 -0.10199
C 1.71086 7.10752 1.07961
C 1.52986 5.83700 1.61021
C 2.04447 4.73150 0.95318
C 1.41707 4.15147 -3.01999
C -0.07577 4.25104 -3.11302
C -0.75328 5.21065 -2.36974
C -2.12264 5.37583 -2.52268
C -2.82639 4.57067 -3.40722
C -2.16091 3.58527 -4.12485
C -0.79137 3.42799 -3.97764
H 4.04919 3.88817 -1.66405
H 3.59757 2.89908 -0.27499
H 3.51778 6.29592 -1.66196
H 2.58901 8.25560 -0.50582
H 1.31838 7.97286 1.59564
H 0.99900 5.71415 2.54572
H 1.91384 3.74017 1.36331
H 1.85670 3.91931 -3.99012
H 1.83862 5.08678 -2.65502
H -0.19975 5.85069 -1.69253
H -2.63323 6.15637 -1.97355
H -3.88687 4.72777 -3.55759
H -2.70177 2.96998 -4.83183
H -0.26524 2.69094 -4.57358
O 4.29304 -2.47691 -1.43348
S 3.94746 -1.18829 -1.93753
O 4.92582 -0.21115 -2.26419
N 2.85831 -0.51234 -0.81682
C 1.71739 -0.48325 -1.35574
O 0.63099 -0.11968 -0.61460
C 1.51876 -0.92032 -2.74467
C 0.38024 -0.94820 -3.52928
C 0.50022 -1.45116 -4.82017
C 1.72724 -1.90039 -5.29979
C 2.87478 -1.86064 -4.51087
C 2.73965 -1.36185 -3.23436
H -0.56978 -0.56452 -3.17004
H -0.36577 -1.48639 -5.46635
H 1.79281 -2.28345 -6.30890
H 3.82701 -2.20587 -4.88831
```

## Properties
Multiplicity = 2
F_max = 0.0242 hartree/bohr
Total charge = +2
Orbital gap (spin up / spin down) = 5.575 / 5.830 eV
ΔE to the lowest compared entry with this formula, charge and spin = 31.26 kcal/mol



Look up the F_max of the first one.
0.0874 hartree/bohr



What is the F_max in the third record?
0.0154 hartree/bohr